[1]
The following is a DFT calculation (the ωB97M-V functional and the def2-TZVPD basis) of C41H31F12N3O2SeTc as an isolated structure.

Properties
Total charge   +3
Electronic energy   -5575.516059 a.u.
Kohn-Sham gap (alpha / beta)   0.21419 / 0.21429 Ha
LUMO (alpha / beta)   -10.2 / -10.2 eV
HOMO (alpha / beta)   -16.053 / -16.057 eV

CARTESIAN COORDINATES (ANGSTROEM)
Tc (1.25169, 0.47206, 0.46116)
C (0.48009, 7.15492, 0.95454)
C (0.36230, 5.67523, 1.12731)
C (0.36729, 5.08270, 2.38621)
C (0.23465, 3.71540, 2.51050)
C (0.15155, 2.89937, 1.37502)
N (-0.00649, 1.50666, 1.51756)
C (-1.01253, 1.07697, 2.33262)
C (-2.01978, 1.98642, 2.75778)
C (-2.90384, 1.66080, 3.74961)
C (-2.82227, 0.41287, 4.37280)
C (-3.73500, 0.04037, 5.48627)
C (-1.90912, -0.53493, 3.86755)
C (-1.05929, -0.26666, 2.82168)
C (-0.26261, -1.41815, 2.20861)
O (0.59789, -1.13007, 1.14959)
C (-1.26963, -2.44891, 1.61427)
F (-0.63785, -3.41927, 0.96539)
F (-2.05941, -2.99661, 2.52913)
F (-2.06124, -1.80696, 0.72420)
C (0.67606, -2.06718, 3.27456)
F (1.42712, -1.07505, 3.79670)
F (1.49052, -2.94973, 2.71800)
F (0.02024, -2.65903, 4.26446)
C (0.20634, 3.47200, 0.08088)
C (0.26196, 4.84852, -0.00387)
C (0.09873, 2.59835, -1.17201)
O (0.88414, 1.43663, -1.07737)
C (-1.38070, 2.19430, -1.43421)
F (-2.19772, 3.23037, -1.30748)
F (-1.75692, 1.26171, -0.52703)
F (-1.54805, 1.65253, -2.63535)
C (0.67386, 3.29862, -2.44373)
F (-0.14051, 4.25796, -2.88284)
F (0.84502, 2.41413, -3.41828)
F (1.86437, 3.83278, -2.15903)
H (0.43963, 7.67605, 1.90783)
H (-0.31924, 7.53157, 0.31481)
H (1.42505, 7.40420, 0.46679)
H (0.45617, 5.69718, 3.27262)
H (0.21765, 3.25849, 3.49257)
H (-2.10295, 2.94252, 2.26184)
H (-3.66533, 2.36773, 4.05184)
H (-4.13177, 0.91739, 5.99272)
H (-3.23554, -0.60551, 6.20773)
H (-4.58383, -0.52352, 5.08534)
H (-1.92863, -1.51881, 4.30942)
H (0.23357, 5.33320, -0.96870)
C (4.20384, 1.80207, 3.33993)
C (2.99684, 1.51437, 2.72041)
N (2.93370, 0.92259, 1.52415)
C (4.09999, 0.55350, 0.90474)
C (5.35358, 0.85093, 1.44556)
C (5.38223, 1.49303, 2.69614)
C (6.53336, 0.47346, 0.72282)
C (6.44248, -0.19360, -0.44868)
C (5.16613, -0.56510, -0.98526)
C (5.00212, -1.31317, -2.16955)
C (3.73991, -1.65027, -2.58401)
C (2.63469, -1.24346, -1.82556)
N (2.75836, -0.53485, -0.71976)
C (4.00560, -0.19432, -0.30609)
H (4.20133, 2.26998, 4.31362)
H (2.05616, 1.76266, 3.18824)
H (6.33535, 1.72584, 3.15542)
H (7.49796, 0.73148, 1.13969)
H (7.33450, -0.47066, -0.99522)
H (5.87221, -1.61768, -2.73750)
H (3.58253, -2.22646, -3.48424)
H (1.62660, -1.50479, -2.12327)
C (-4.39662, -5.97360, -5.74949)
C (-3.73083, -5.00128, -4.85968)
C (-4.23918, -3.68916, -4.72426)
C (-3.67185, -2.78528, -3.88037)
C (-4.25178, -1.41558, -3.74981)
C (-2.45653, -3.18319, -3.14441)
Se (-1.56843, -1.96635, -2.20902)
C (-1.96891, -4.57071, -3.24927)
C (-0.84375, -5.07122, -2.40636)
C (-2.60123, -5.41124, -4.10914)
H (-5.14831, -5.51828, -6.38768)
H (-4.88126, -6.73604, -5.12642)
H (-3.66054, -6.50985, -6.35275)
H (-5.11155, -3.41167, -5.30162)
H (-5.22303, -1.37072, -4.23598)
H (-3.60011, -0.67724, -4.22115)
H (-4.36266, -1.12836, -2.70532)
H (-0.07530, -4.31871, -2.25046)
H (-0.40211, -5.96077, -2.84929)
H (-1.22797, -5.34508, -1.41955)
H (-2.25312, -6.43077, -4.21961)

These are the Mulliken partial charges, in e, on atoms 1 to 6:
1 Tc 0.446
2 C -1.585
3 C 0.499
4 C -1.346
5 C -0.371
6 C -0.052

---

[2]
The following is a DFT calculation (the ωB97M-V functional and the def2-TZVPD basis) of C41H31IrN8O4Se as an isolated structure.

Properties
Total charge   +1
ΔE to the lowest compared entry with this formula, charge and spin   42.44 kJ/mol
Spin multiplicity   2
Electronic energy   -4825.763578 a.u.
Kohn-Sham gap (alpha / beta)   0.26436 / 0.22153 Ha
LUMO (alpha / beta)   -3.0 / -4.8 eV
HOMO (alpha / beta)   -10.224 / -10.877 eV

CARTESIAN COORDINATES (ANGSTROEM)
Ir (0.71542, 0.17918, 0.19797)
O (2.69087, -3.03843, -1.17661)
C (1.89832, -2.32295, -0.56788)
N (1.13613, -1.32903, -1.08167)
C (1.17896, -0.93362, -2.40465)
C (1.63544, -1.69296, -3.49078)
C (1.53689, -1.16980, -4.75837)
C (0.99903, 0.11316, -4.98798)
C (0.54539, 0.88339, -3.95116)
C (0.64991, 0.38194, -2.63731)
N (0.17453, 0.98324, -1.51457)
C (-0.88660, 1.89913, -1.49649)
O (-1.19590, 2.66330, -2.36676)
C (-1.71390, 1.67184, -0.25617)
C (-2.78071, 2.48863, 0.03185)
C (-3.51363, 2.24971, 1.18928)
C (-3.15196, 1.18697, 1.99505)
C (-2.06488, 0.40293, 1.63473)
N (-1.35647, 0.63806, 0.53544)
C (1.71772, -2.47579, 0.90247)
C (2.14484, -3.64532, 1.49850)
C (1.82444, -3.87829, 2.82579)
C (1.04774, -2.94186, 3.47931)
C (0.67097, -1.78158, 2.81746)
N (1.03534, -1.51825, 1.55877)
H (2.04398, -2.67650, -3.33098)
H (1.87860, -1.75912, -5.59875)
H (0.94760, 0.49812, -5.99722)
H (0.14124, 1.86811, -4.12108)
H (-3.00486, 3.29848, -0.64874)
H (-4.34683, 2.88487, 1.45688)
H (-3.68253, 0.96338, 2.90944)
H (-1.74283, -0.41828, 2.25459)
H (2.68425, -4.36027, 0.89389)
H (2.14761, -4.78277, 3.32351)
H (0.73336, -3.08136, 4.50377)
H (0.11217, -1.01393, 3.32621)
O (1.25474, 3.42343, 0.10387)
C (1.12238, 3.03959, 1.25308)
N (1.24479, 3.80162, 2.37463)
C (0.77006, 3.12327, 3.56083)
C (0.49135, 1.72355, 2.96463)
O (0.02266, 0.81475, 3.63175)
N (0.77988, 1.72379, 1.65047)
C (-0.56385, 3.66574, 4.06751)
C (-1.29743, 4.58709, 3.33134)
C (-2.53468, 5.02687, 3.78970)
C (-3.04921, 4.54091, 4.98063)
C (-2.31968, 3.61374, 5.71635)
C (-1.08434, 3.18049, 5.26496)
C (1.83422, 3.09057, 4.65050)
C (2.52421, 1.93397, 4.99071)
C (3.51015, 1.96722, 5.97113)
C (3.82276, 3.15699, 6.60921)
C (3.13503, 4.31675, 6.27274)
C (2.14156, 4.27889, 5.30875)
H (1.46406, 4.78079, 2.31229)
H (-0.91609, 4.96438, 2.39090)
H (-3.08968, 5.75659, 3.21386)
H (-4.00861, 4.88770, 5.34158)
H (-2.71292, 3.23298, 6.65009)
H (-0.51700, 2.46028, 5.84036)
H (2.28023, 0.99289, 4.51385)
H (4.02588, 1.05382, 6.24260)
H (4.58612, 3.18139, 7.37571)
H (3.36334, 5.24832, 6.77364)
H (1.58636, 5.18086, 5.07469)
C (5.03912, 1.43678, 2.41329)
N (5.03430, 0.10841, 1.81005)
C (4.28682, -0.31166, 0.77312)
Se (3.09173, 0.83685, -0.14459)
N (4.65542, -1.56352, 0.47650)
C (5.64739, -1.98723, 1.34659)
C (6.34332, -3.18476, 1.45224)
C (7.30180, -3.25398, 2.44362)
C (7.56175, -2.16868, 3.29457)
C (6.87162, -0.97737, 3.18348)
C (5.90084, -0.91314, 2.19081)
H (4.09867, 1.93317, 2.19396)
H (5.86406, 2.02155, 2.00858)
H (5.14799, 1.33408, 3.48979)
H (4.24549, -2.11610, -0.27576)
H (6.15103, -4.01477, 0.78603)
H (7.87331, -4.16392, 2.56415)
H (8.32688, -2.26745, 4.05216)
H (7.08147, -0.13961, 3.83391)

These are the Mulliken partial charges, in e, on atoms 1 to 6:
1 Ir 0.909
2 O -0.766
3 C -0.304
4 N 0.753
5 C 0.953
6 C -0.888

---

Q: Look up the total charge of the second one.
A: +1